A structure of composition C54H45N2P4PtTe. Source: the Open Molecules 2025 dataset; level of theory: wB97M-V/def2-TZVPD.

Summary:
Highest occupied orbital energy (spin up / spin down) = -0.346 / -0.369 Eh
ΔE to the lowest compared entry with this formula, charge and spin = 0.0 kcal/mol
⟨S²⟩ = 2.013

```
! RIJCOSX wB97M-V def2-TZVPD def2/J DEFGRID3
* xyz 1 3
Pt -0.367 0.163 0.106
Te -1.872 3.015 4.067
C -0.579 4.687 4.154
C 0.763 4.587 4.486
C 1.516 5.755 4.533
N 1.018 6.965 4.302
C -0.281 7.053 4.030
C -1.121 5.950 3.944
C -1.495 2.228 2.183
P -2.445 0.758 1.807
C -2.766 0.882 0.007
C -2.902 -0.331 -0.690
C -3.175 -0.328 -2.059
C -3.295 0.871 -2.736
C -3.148 2.081 -2.056
C -2.889 2.092 -0.702
C -4.048 1.009 2.632
C -4.985 1.937 2.176
C -6.164 2.128 2.875
C -6.412 1.400 4.034
C -5.487 0.475 4.490
C -4.307 0.274 3.786
P -0.012 2.140 1.173
C 0.125 3.577 0.084
C -0.028 4.882 0.546
C 0.118 5.949 -0.325
C 0.421 5.719 -1.662
C 0.572 4.421 -2.128
C 0.419 3.351 -1.258
C 1.444 2.150 2.241
C 1.515 1.196 3.258
C 2.616 1.164 4.098
C 3.653 2.077 3.922
C 3.587 3.017 2.903
C 2.484 3.055 2.059
H 1.227 3.634 4.698
H 2.573 5.708 4.772
H -0.672 8.051 3.867
H -2.168 6.082 3.707
H -2.848 -1.271 -0.151
H -3.296 -1.267 -2.582
H -3.505 0.873 -3.797
H -3.237 3.017 -2.592
H -2.764 3.031 -0.175
H -4.791 2.508 1.277
H -6.892 2.846 2.520
H -7.335 1.554 4.578
H -5.685 -0.094 5.388
H -3.582 -0.454 4.132
H -0.255 5.068 1.584
H 0.001 6.961 0.039
H 0.536 6.554 -2.340
H 0.804 4.240 -3.169
H 0.513 2.333 -1.617
H 0.710 0.482 3.387
H 2.666 0.431 4.893
H 4.508 2.057 4.585
H 4.391 3.729 2.769
H 2.429 3.798 1.274
N 2.249 -1.658 0.560
P 1.604 -0.696 -0.651
C 1.489 -1.761 -2.110
C 2.621 -2.419 -2.590
C 2.508 -3.303 -3.648
C 1.266 -3.531 -4.234
C 0.141 -2.872 -3.766
C 0.253 -1.985 -2.703
C 2.885 0.506 -1.073
C 3.763 1.006 -0.119
C 4.701 1.969 -0.471
C 4.750 2.449 -1.770
C 3.865 1.961 -2.725
C 2.941 0.991 -2.381
P 1.080 -2.122 1.760
C 2.162 -3.018 2.927
C 1.832 -4.277 3.422
C 2.626 -4.878 4.389
C 3.759 -4.236 4.864
C 4.096 -2.980 4.376
C 3.295 -2.371 3.422
C 0.229 -3.475 0.881
C 0.892 -4.402 0.078
C 0.173 -5.351 -0.628
C -1.215 -5.387 -0.532
C -1.883 -4.475 0.270
C -1.160 -3.515 0.969
H 3.233 -1.662 0.782
H 3.587 -2.245 -2.130
H 3.385 -3.816 -4.020
H 1.181 -4.224 -5.061
H -0.823 -3.052 -4.223
H -0.621 -1.470 -2.319
H 3.711 0.675 0.912
H 5.387 2.346 0.275
H 5.481 3.200 -2.043
H 3.908 2.329 -3.742
H 2.268 0.594 -3.134
H 0.958 -4.794 3.047
H 2.361 -5.858 4.765
H 4.380 -4.711 5.611
H 4.979 -2.473 4.744
H 3.551 -1.376 3.071
H 1.972 -4.365 -0.004
H 0.691 -6.064 -1.257
H -1.774 -6.131 -1.085
H -2.962 -4.508 0.350
H -1.672 -2.783 1.587
*
```

These are the Löwdin partial charges, in e, on atoms 1 to 4:
1 Pt 0.50
2 Te 1.39
3 C -0.56
4 C -0.12

***

A structure of composition C54H46AsCrF8N3OP2 in a non-equilibrium geometry. Source: the Open Molecules 2025 dataset; level of theory: wB97M-V/def2-TZVPD.

Summary:
Highest occupied orbital energy (spin up / spin down) = -0.386 / -0.381 Eh
ΔE to the lowest compared entry with this formula, charge and spin = 12.0 kcal/mol
⟨S²⟩ = 0.763

```
! RIJCOSX wB97M-V def2-TZVPD def2/J DEFGRID3
* xyz 1 2
Cr -0.222 0.704 -0.352
F -0.416 4.760 3.269
C -1.049 3.736 2.683
C -0.433 3.070 1.641
C -1.064 2.012 0.995
C -2.388 1.708 1.388
C -2.944 2.362 2.487
F -4.160 2.005 2.954
C -2.295 3.376 3.155
C -3.104 0.724 0.570
C -4.482 0.483 0.597
C -5.025 -0.485 -0.224
C -4.185 -1.207 -1.065
C -2.845 -0.892 -1.067
N -2.313 0.056 -0.290
H 0.557 3.387 1.334
H -2.755 3.872 3.998
H -5.122 1.044 1.256
H -6.089 -0.679 -0.209
H -4.565 -1.990 -1.706
H -2.140 -1.437 -1.685
C 1.434 -2.655 3.020
N 0.779 -1.727 2.101
P 1.290 -0.147 1.683
C 1.031 0.855 3.193
C 1.844 1.976 3.379
C 1.715 2.748 4.519
C 0.763 2.417 5.476
C -0.070 1.328 5.278
C 0.062 0.548 4.136
C 3.110 -0.290 1.885
C 3.646 -0.641 3.128
C 5.014 -0.774 3.286
C 5.869 -0.530 2.218
C 5.350 -0.119 1.002
C 3.976 0.002 0.839
P -0.732 -2.092 1.422
C -0.434 -3.681 0.569
C 0.835 -4.042 0.126
C 1.012 -5.206 -0.609
C -0.080 -5.992 -0.949
C -1.355 -5.615 -0.548
C -1.531 -4.467 0.209
C -1.757 -2.662 2.829
C -2.667 -1.740 3.349
C -3.487 -2.077 4.416
C -3.400 -3.344 4.974
C -2.507 -4.272 4.455
C -1.696 -3.939 3.382
H 2.514 -2.614 2.904
H 1.109 -3.666 2.780
H 1.179 -2.445 4.062
H 2.586 2.224 2.629
H 2.362 3.603 4.666
H 0.672 3.016 6.372
H -0.815 1.071 6.020
H -0.584 -0.310 3.986
H 2.999 -0.786 3.983
H 5.421 -1.063 4.246
H 6.938 -0.639 2.344
H 6.013 0.112 0.178
H 3.560 0.362 -0.088
H 1.684 -3.418 0.383
H 2.006 -5.517 -0.902
H 0.059 -6.903 -1.517
H -2.211 -6.224 -0.811
H -2.521 -4.183 0.547
H -2.734 -0.752 2.907
H -4.193 -1.355 4.803
H -4.038 -3.613 5.806
H -2.445 -5.263 4.888
H -1.025 -4.682 2.970
F -2.741 4.040 -5.965
C -2.604 4.617 -4.762
F -1.854 5.714 -4.911
F -3.826 5.008 -4.364
C -2.001 3.665 -3.764
C -1.158 4.129 -2.766
C -0.677 3.236 -1.830
N -0.976 1.929 -1.842
C -1.745 1.489 -2.842
C -2.293 2.311 -3.806
H -0.871 5.170 -2.725
H -0.027 3.574 -1.037
H -1.938 0.428 -2.871
H -2.939 1.900 -4.569
F 6.471 0.367 -6.620
C 6.924 0.328 -5.349
F 7.904 1.242 -5.257
F 7.486 -0.880 -5.167
C 5.811 0.587 -4.375
C 5.031 1.728 -4.522
C 3.969 1.956 -3.669
C 3.664 1.045 -2.651
C 4.477 -0.087 -2.504
C 5.541 -0.316 -3.357
C 2.519 1.195 -1.807
C 1.553 1.261 -1.065
H 5.255 2.431 -5.314
H 3.363 2.844 -3.791
H 4.263 -0.795 -1.716
H 6.153 -1.200 -3.241
C 2.074 -2.564 -3.394
As 0.527 -1.399 -3.320
C -0.918 -2.447 -4.083
C 0.781 0.107 -4.521
O 0.091 -0.988 -1.781
H 2.828 -2.149 -4.060
H 1.749 -3.534 -3.766
H 2.482 -2.680 -2.394
H -0.599 -2.886 -5.028
H -1.795 -1.823 -4.250
H -1.155 -3.239 -3.373
H 1.649 -0.072 -5.154
H 0.935 1.011 -3.936
H -0.103 0.207 -5.150
*
```

These are the Löwdin partial charges, in e, on atoms 1 to 4:
1 Cr 0.56
2 F 0.09
3 C -0.27
4 C -0.06

***

A structure of composition C54H46N5O2P2PbS. Source: the Open Molecules 2025 dataset; level of theory: wB97M-V/def2-TZVPD.

Summary:
Highest occupied orbital energy = -0.150 Eh
ΔE to the lowest compared entry with this formula, charge and spin = 0.0 kcal/mol

```
! RIJCOSX wB97M-V def2-TZVPD def2/J DEFGRID3
* xyz -1 1
Pb 0.283 -0.752 -0.118
C 2.916 0.149 -3.183
O 1.677 -0.501 -2.926
C 0.665 -0.292 -3.809
C 0.805 0.480 -4.957
C -0.262 0.631 -5.835
C -1.470 0.011 -5.564
C -1.612 -0.748 -4.411
C -0.560 -0.919 -3.521
N -0.674 -1.677 -2.310
N -1.607 -2.524 -2.379
C -1.939 -3.432 -1.428
C -1.112 -3.893 -0.336
O -0.062 -3.357 0.073
C -1.545 -5.124 0.330
C -2.737 -5.697 0.100
C -3.637 -5.184 -0.901
C -4.896 -5.774 -1.105
C -5.736 -5.329 -2.097
C -5.308 -4.276 -2.919
C -4.085 -3.678 -2.721
C -3.214 -4.103 -1.695
H 3.321 -0.152 -4.152
H 2.815 1.232 -3.144
H 3.592 -0.165 -2.396
H 1.743 0.978 -5.164
H -0.140 1.247 -6.718
H -2.311 0.130 -6.237
H -2.554 -1.219 -4.171
H -0.854 -5.520 1.065
H -3.040 -6.577 0.660
H -5.194 -6.592 -0.457
H -6.710 -5.781 -2.242
H -5.951 -3.926 -3.719
H -3.773 -2.862 -3.356
C 3.746 -3.104 6.426
C 4.099 -1.782 6.199
C 3.595 -1.096 5.098
C 2.726 -1.724 4.211
C 2.367 -3.053 4.458
C 2.875 -3.742 5.549
P 2.002 -0.962 2.700
C 2.592 0.768 2.813
C 3.485 1.322 1.905
C 3.872 2.652 2.024
C 3.375 3.438 3.054
C 2.462 2.899 3.955
C 2.062 1.578 3.820
C 3.009 -1.714 1.364
C 4.194 -2.400 1.652
C 4.874 -3.068 0.646
C 4.348 -3.072 -0.640
C 3.178 -2.378 -0.918
C 2.483 -1.655 0.057
H 4.145 -3.637 7.280
H 4.776 -1.280 6.879
H 3.892 -0.069 4.927
H 1.695 -3.558 3.769
H 2.590 -4.773 5.717
H 3.869 0.713 1.096
H 4.555 3.081 1.300
H 3.679 4.475 3.140
H 2.050 3.512 4.749
H 1.333 1.167 4.514
H 4.585 -2.423 2.663
H 5.789 -3.604 0.871
H 4.852 -3.625 -1.427
H 2.770 -2.433 -1.922
N 0.597 1.581 -0.130
P -0.444 2.636 -0.518
C -1.134 3.546 0.921
C -0.194 3.944 1.879
C -0.573 4.708 2.971
C -1.906 5.079 3.127
C -2.850 4.667 2.197
C -2.465 3.905 1.096
C -1.960 2.089 -1.395
C -2.359 2.571 -2.639
C -3.508 2.078 -3.250
C -4.252 1.080 -2.640
C -3.845 0.561 -1.414
C -2.712 1.069 -0.798
C 0.132 4.038 -1.582
C 0.836 3.671 -2.729
C 1.456 4.616 -3.531
C 1.393 5.963 -3.185
C 0.680 6.347 -2.058
C 0.048 5.392 -1.265
H 0.837 3.625 1.752
H 0.167 5.013 3.702
H -2.209 5.685 3.973
H -3.891 4.937 2.326
H -3.212 3.595 0.375
H -1.772 3.333 -3.137
H -3.811 2.466 -4.216
H -5.145 0.696 -3.121
H -4.394 -0.244 -0.943
H -2.389 0.649 0.147
H 0.873 2.620 -2.984
H 1.997 4.308 -4.420
H 1.894 6.707 -3.793
H 0.612 7.396 -1.793
H -0.521 5.715 -0.401
N -1.666 -0.270 2.893
C -2.295 -1.428 2.596
N -1.605 -2.549 2.908
S -3.843 -1.473 1.950
H -0.660 -0.267 3.003
H -2.077 0.565 2.513
H -0.595 -2.489 2.910
H -1.990 -3.393 2.517
*
```

These are the Löwdin partial charges, in e, on atoms 1 to 4:
1 Pb 1.24
2 C -0.07
3 O -0.15
4 C -0.24

***

A structure of composition C54H48N8O4PSSn. Source: the Open Molecules 2025 dataset; level of theory: wB97M-V/def2-TZVPD.

Summary:
Highest occupied orbital energy = -0.472 Eh

```
! RIJCOSX wB97M-V def2-TZVPD def2/J DEFGRID3
* xyz 3 1
Sn -0.344 -0.267 -0.676
C -0.232 11.016 -8.778
O -0.284 10.985 -7.351
C -0.249 9.793 -6.739
C -0.306 9.829 -5.341
C -0.282 8.658 -4.625
C -0.199 7.420 -5.274
C -0.139 7.395 -6.662
C -0.163 8.567 -7.399
C -0.178 6.164 -4.535
N -0.067 4.956 -5.059
C -0.099 4.105 -3.999
C -0.230 4.782 -2.806
N -0.284 6.106 -3.167
C -0.300 4.129 -1.543
C -0.437 4.746 -0.287
C -0.484 3.983 0.853
C -0.400 2.593 0.743
N -0.277 1.995 -0.429
C -0.229 2.727 -1.563
C -0.102 2.005 -2.806
N -0.064 0.654 -2.731
C 0.065 -0.059 -3.839
C 0.161 0.538 -5.100
C 0.112 1.906 -5.194
C -0.026 2.674 -4.024
H -0.271 12.064 -9.053
H -1.087 10.493 -9.207
H 0.699 10.577 -9.141
H -0.368 10.791 -4.852
H -0.325 8.725 -3.544
H -0.074 6.441 -7.168
H -0.117 8.519 -8.476
H -0.359 6.904 -2.561
H -0.508 5.824 -0.216
H -0.591 4.439 1.826
H -0.444 1.957 1.619
H 0.086 -1.137 -3.734
H 0.268 -0.085 -5.976
H 0.176 2.415 -6.147
O -0.394 -3.409 0.884
C -0.161 -3.069 1.991
O -0.020 -1.687 2.296
C 0.044 -3.864 3.226
C 0.015 -5.245 3.288
C 0.259 -5.846 4.517
C 0.533 -5.078 5.647
C 0.552 -3.689 5.582
C 0.300 -3.097 4.356
P 0.218 -1.388 3.873
C 1.736 -0.519 4.049
C 2.934 -1.238 3.973
C 4.136 -0.551 3.976
C 4.145 0.837 4.055
C 2.956 1.551 4.137
C 1.745 0.877 4.135
C -1.163 -0.476 4.455
C -2.304 -0.358 3.657
C -3.398 0.333 4.156
C -3.359 0.880 5.431
C -2.225 0.749 6.227
C -1.119 0.074 5.743
H -0.193 -5.830 2.402
H 0.232 -6.924 4.600
H 0.735 -5.570 6.589
H 0.749 -3.101 6.469
H 2.924 -2.320 3.930
H 5.070 -1.096 3.939
H 5.089 1.366 4.075
H 2.976 2.629 4.218
H 0.815 1.425 4.221
H -2.343 -0.778 2.659
H -4.282 0.442 3.542
H -4.218 1.413 5.814
H -2.205 1.173 7.221
H -0.235 -0.026 6.362
C -5.452 -2.494 -0.512
N -5.732 -1.109 -0.832
C -7.100 -0.658 -1.120
C -6.910 0.829 -1.459
N -5.524 1.051 -1.039
C -4.886 -0.089 -0.756
S -3.221 -0.198 -0.341
H -5.858 -2.753 0.468
H -4.378 -2.650 -0.514
H -5.914 -3.133 -1.263
H -7.731 -0.811 -0.243
H -7.516 -1.229 -1.948
H -7.592 1.472 -0.909
H -7.026 1.025 -2.525
H -5.029 1.918 -1.147
C 6.332 -1.114 0.805
N 4.959 -1.398 0.401
N 4.022 -0.414 0.196
C 2.799 -1.001 0.033
O 1.779 -0.282 -0.229
C 2.985 -2.389 0.191
C 4.335 -2.584 0.414
C 5.091 -3.845 0.654
C 4.362 0.931 -0.152
C 5.297 1.178 -1.146
C 5.610 2.490 -1.467
C 4.975 3.538 -0.813
C 4.019 3.274 0.160
C 3.712 1.966 0.501
H 6.444 -0.045 0.957
H 7.031 -1.438 0.037
H 6.552 -1.633 1.736
H 2.235 -3.150 0.059
H 4.440 -4.702 0.504
H 5.486 -3.884 1.671
H 5.936 -3.931 -0.030
H 5.766 0.356 -1.673
H 6.342 2.693 -2.237
H 5.229 4.560 -1.060
H 3.519 4.092 0.663
H 2.974 1.742 1.260
*
```

These are the Löwdin partial charges, in e, on atoms 1 to 4:
1 Sn 1.26
2 C -0.05
3 O -0.05
4 C -0.27